DFT (ωB97M-V/def2-TZVPD) results for 2 unconnected molecules or ions with the total composition C9H18N2 at a distorted geometry.

```
29
Properties=species:S:1:pos:R:3:forces:R:3
C -0.377 -1.890 1.110 -0.9198 0.8264 -1.3195
C -1.396 -2.166 2.224 -0.4469 0.7242 -1.3455
C -0.023 -3.094 0.238 -0.0593 0.1164 1.2720
C -1.074 -0.819 0.183 1.2837 0.2396 1.3597
H 0.516 -1.395 1.493 0.1225 -0.2546 0.1831
H -1.305 -1.326 2.918 -0.1005 -0.6017 0.5160
H -0.941 -3.608 -0.014 -0.2588 -0.0301 -0.5965
H 0.548 -2.769 -0.616 0.0186 -0.0830 -0.5338
H 0.554 -3.831 0.785 0.3409 -0.1218 0.1722
H -1.820 -1.284 -0.461 0.0022 0.2388 -0.0249
H -1.478 -0.056 0.854 -0.6479 -0.1752 -0.1056
H -1.357 -3.173 2.610 0.2223 -0.0594 0.6598
H -2.392 -2.030 1.743 0.4151 -0.3536 0.4744
H -0.331 -0.207 -0.330 0.0294 -0.4945 -0.7144
C -0.033 3.011 -0.673 0.1796 1.5376 -1.3343
C -1.338 2.551 -1.374 -0.5239 -0.6518 2.3100
C 1.066 2.007 -0.635 -0.1890 0.6983 1.1162
C 1.727 1.378 -1.622 0.8795 -0.3687 -0.7921
C 2.399 0.666 0.381 1.5930 -0.1413 -2.8766
N 1.560 1.607 0.600 -1.0925 -0.3068 0.6549
N 2.682 0.573 -1.022 -1.0585 -0.6072 2.4462
H 0.317 3.912 -1.189 0.2679 -0.2430 -0.7520
H -0.128 3.527 0.275 -0.5781 -0.8770 0.6997
H -1.150 1.688 -2.003 0.0012 0.1102 -0.3419
H 1.715 1.504 -2.693 -0.2088 -0.0505 0.0627
H 2.943 -0.006 1.026 -0.0823 0.3480 0.4381
H 3.057 -0.299 -1.359 0.0417 0.2215 -0.5169
H -1.894 3.329 -1.872 0.2250 0.3256 -0.4405
H -2.048 2.199 -0.578 0.5437 0.0337 -0.6705
```
Positions in Å, forces in eV/Å.

Computed properties:
- LUMO energy: 0.839 eV
- Net charge: 0
- Structure (SMILES): CCc1c[nH]cn1.CC(C)C
- HOMO: -8.69 eV
- Orbital gap: 9.52 eV
- E_tot: -12604.475 eV
- Energy above the lowest of the compared OMol25 structures with the same formula, charge and spin: 18.8 kcal/mol
- Molecular weight: 154.3 g mol⁻¹